Record 1
Computed, not measured: C50H59GeN3O5P2Pb as an isolated structure, with ωB97M-V/def2-TZVPD.

Properties
Frontier orbital gap (alpha / beta): 2.68 / 2.69 eV
LUMO energy (alpha / beta): -11.2 / -11.2 eV
F_max: 0.0499 Eh/bohr

The geometry in ORCA input format:
```
! wB97M-V def2-TZVPD RIJCOSX def2/J DEFGRID3
* xyz 3 2
Pb 0.215 -0.060 -0.122
C -1.161 2.523 3.033
C -1.639 3.240 1.772
C -3.069 2.806 1.402
C -1.590 4.759 1.958
O -0.847 2.866 0.668
Ge 0.764 3.334 0.064
O 1.841 2.105 0.877
C 3.036 2.185 1.631
C 3.138 3.549 2.315
C 4.239 1.952 0.717
C 2.944 1.087 2.704
O 0.577 2.465 -1.513
C 0.835 2.894 -2.841
C 0.354 1.750 -3.748
C 0.043 4.164 -3.152
C 2.334 3.131 -3.010
H -1.825 2.731 3.867
H -0.160 2.857 3.294
H -1.134 1.446 2.865
H -3.735 2.990 2.239
H -3.074 1.748 1.158
H -3.420 3.364 0.540
H -2.217 5.078 2.785
H -1.916 5.262 1.050
H -0.557 5.052 2.158
H 3.127 4.329 1.551
H 4.061 3.627 2.882
H 2.296 3.704 2.986
H 4.309 2.749 -0.020
H 4.140 1.000 0.197
H 5.157 1.939 1.298
H 2.065 1.237 3.324
H 3.830 1.121 3.331
H 2.877 0.110 2.234
H -0.727 1.651 -3.695
H 0.810 0.810 -3.429
H 0.638 1.954 -4.777
H -1.012 4.029 -2.926
H 0.149 4.434 -4.198
H 0.423 4.978 -2.533
H 2.897 2.249 -2.706
H 2.630 3.964 -2.371
H 2.583 3.377 -4.037
O -4.850 -0.521 0.348
C -4.838 -0.767 1.653
C -6.061 -0.810 2.345
C -6.090 -1.047 3.701
C -4.905 -1.264 4.408
C -3.695 -1.262 3.737
C -3.633 -1.015 2.364
C -2.345 -1.013 1.682
O -2.186 -0.506 0.528
N -1.344 -1.605 2.337
N -0.179 -1.620 1.766
C 0.816 -2.335 2.158
C 2.044 -2.355 1.408
C 3.102 -3.160 1.842
C 4.267 -3.213 1.101
C 4.340 -2.463 -0.067
C 3.253 -1.686 -0.431
N 2.132 -1.621 0.279
H -3.932 -0.459 0.010
H -6.971 -0.648 1.786
H -7.035 -1.065 4.224
H -4.934 -1.433 5.473
H -2.770 -1.439 4.261
H 0.735 -2.968 3.036
H 2.998 -3.726 2.753
H 5.097 -3.821 1.427
H 5.227 -2.481 -0.680
H 3.278 -1.100 -1.337
C -0.691 -2.241 -3.855
P -0.979 -1.499 -2.148
C -2.651 -0.812 -2.351
C -3.705 -1.581 -2.842
C -4.946 -1.000 -3.033
C -5.146 0.340 -2.739
C -4.103 1.106 -2.241
C -2.856 0.536 -2.056
C -0.998 -3.057 -1.201
C -2.091 -3.535 -0.493
C -1.955 -4.683 0.271
C -0.733 -5.330 0.352
C 0.363 -4.847 -0.349
C 0.230 -3.718 -1.131
P 0.528 -1.480 -5.029
C 2.164 -2.081 -4.472
C 3.167 -1.183 -4.129
C 4.434 -1.644 -3.811
C 4.700 -3.004 -3.843
C 3.696 -3.901 -4.174
C 2.430 -3.450 -4.496
C 0.302 -2.386 -6.582
C -0.825 -3.141 -6.913
C -0.855 -3.827 -8.113
C 0.197 -3.715 -9.016
C 1.312 -2.946 -8.701
C 1.356 -2.268 -7.502
H -1.666 -2.182 -4.348
H -0.409 -3.289 -3.714
H -3.564 -2.630 -3.068
H -5.761 -1.596 -3.412
H -6.114 0.787 -2.900
H -4.263 2.146 -2.002
H -2.034 1.127 -1.674
H -3.039 -3.022 -0.548
H -2.809 -5.076 0.798
H -0.636 -6.217 0.956
H 1.315 -5.350 -0.289
H 1.076 -3.338 -1.695
H 2.965 -0.121 -4.147
H 5.218 -0.942 -3.568
H 5.695 -3.365 -3.635
H 3.904 -4.960 -4.208
H 1.663 -4.154 -4.787
H -1.662 -3.230 -6.238
H -1.707 -4.445 -8.351
H 0.134 -4.204 -9.976
H 2.130 -2.861 -9.399
H 2.209 -1.650 -7.259
*
```


Record 2
Computed, not measured: one molecule with the formula C2H5PSi, with ωB97M-V/def2-TZVPD.

Properties
Frontier orbital gap (alpha / beta): 6.88 / 8.17 eV
LUMO energy (alpha / beta): -0.7 / -0.6 eV
F_max: 0.0745 Eh/bohr

The geometry in ORCA input format:
```
! wB97M-V def2-TZVPD RIJCOSX def2/J DEFGRID3
* xyz 0 1
C -0.486 1.004 1.561
C -0.212 0.303 0.285
Si 0.074 -1.322 -0.725
P 1.220 1.329 0.994
H -0.684 0.788 2.637
H -0.565 0.931 -0.417
H -1.226 -1.917 -0.800
H 0.777 -1.522 -1.975
H 0.805 2.519 0.191
*
```


| no. | E (eV) |
| --- | --- |
| 1 | -147831.8773 |
| 2 | -19315.3703 |